# C21H12F3IIrNO5S

A structure of composition C21H12F3IIrNO5S (ωB97M-V/def2-TZVPD, the OMol25 dataset).

E_HOMO (alpha / beta) ... -0.3196 / -0.3197 hartree
LUMO level (alpha / beta) ... -1.41 / -1.41 eV
Energy relative to the best compared isomer or geometry (same formula, charge and spin) ... 27.0 kcal/mol
Maximum force ... 1.00 eV Å⁻¹
DFT total energy ... -2338.2326 hartree

Each line ends with the natural charge from an NBO analysis.
CARTESIAN COORDINATES (ANGSTROEM)
1 Ir 0.203 -0.175 -0.030  1.004
2 O 0.308 3.811 0.737  -0.570
3 C 0.439 2.693 0.309  0.739
4 O 0.127 1.598 0.941  -0.626
5 C 1.131 2.427 -1.007  0.153
6 C 1.638 3.463 -1.796  -0.224
7 C 2.284 3.129 -2.949  -0.089
8 C 2.435 1.770 -3.304  -0.108
9 C 3.110 1.372 -4.481  -0.177
10 C 3.240 0.051 -4.792  -0.201
11 C 2.695 -0.932 -3.939  -0.170
12 C 2.031 -0.585 -2.799  -0.216
13 C 1.891 0.776 -2.456  0.249
14 N 1.243 1.153 -1.312  -0.462
15 H 1.483 4.479 -1.463  0.258
16 H 2.688 3.891 -3.604  0.222
17 H 3.519 2.140 -5.127  0.219
18 H 3.754 -0.250 -5.695  0.222
19 H 2.793 -1.977 -4.201  0.221
20 H 1.588 -1.342 -2.168  0.234
21 I 2.231 -0.774 1.387  0.510
22 C 1.476 -2.669 1.898  -0.139
23 C 2.187 -3.530 2.679  -0.244
24 C 1.630 -4.788 2.974  -0.213
25 C 0.405 -5.126 2.471  -0.155
26 C -0.326 -4.229 1.659  -0.090
27 C -1.588 -4.580 1.119  -0.143
28 C -2.277 -3.705 0.333  -0.220
29 C -1.747 -2.428 0.059  -0.145
30 C -0.526 -2.017 0.544  -0.366
31 C 0.205 -2.948 1.361  -0.021
32 H 3.162 -3.261 3.064  0.226
33 H 2.183 -5.480 3.595  0.224
34 H -0.024 -6.097 2.688  0.218
35 H -1.993 -5.560 1.345  0.214
36 H -3.240 -3.977 -0.079  0.223
37 H -2.330 -1.752 -0.545  0.238
38 F -4.333 1.042 -2.449  -0.308
39 C -3.434 0.107 -2.753  0.714
40 F -3.403 -0.045 -4.076  -0.307
41 F -3.829 -1.052 -2.205  -0.322
42 S -1.761 0.573 -2.138  2.317
43 O -0.936 -0.576 -2.488  -0.990
44 O -1.460 1.815 -2.785  -0.939
45 O -1.903 0.637 -0.672  -0.962

# C21H12F6IrN6O6S2Se

A structure of composition C21H12F6IrN6O6S2Se (ωB97M-V/def2-TZVPD, the OMol25 dataset).

<S²> ... 8.783
E_HOMO (alpha / beta) ... -0.3049 / -0.3403 hartree
LUMO level (alpha / beta) ... -0.85 / -3.03 eV
Energy relative to the best compared isomer or geometry (same formula, charge and spin) ... 0.0 kcal/mol
Multiplicity ... 6
Maximum force ... 0.77 eV Å⁻¹
DFT total energy ... -5488.6905 hartree

Each line ends with the natural charge from an NBO analysis.
CARTESIAN COORDINATES (ANGSTROEM)
1 Ir -0.232 -0.002 0.198  1.315
2 O 0.511 4.288 0.186  -0.558
3 C 0.390 3.099 0.386  0.629
4 N -0.396 2.199 -0.302  -0.606
5 C -1.292 2.588 -1.224  0.203
6 C -1.764 3.918 -1.426  -0.228
7 C -2.702 4.155 -2.373  -0.158
8 C -3.218 3.099 -3.180  -0.148
9 C -2.798 1.816 -3.028  -0.266
10 C -1.830 1.514 -2.033  0.310
11 N -1.343 0.291 -1.744  -0.641
12 C -1.527 -0.779 -2.583  0.622
13 O -2.012 -0.776 -3.695  -0.568
14 C -0.976 -2.058 -2.027  0.118
15 C -1.216 -3.240 -2.690  -0.205
16 C -0.653 -4.407 -2.200  -0.151
17 C 0.159 -4.335 -1.084  -0.177
18 C 0.349 -3.115 -0.464  0.058
19 N -0.232 -1.988 -0.912  -0.504
20 C 1.215 2.449 1.457  0.120
21 C 1.895 3.227 2.368  -0.199
22 C 2.688 2.603 3.321  -0.132
23 C 2.798 1.224 3.299  -0.216
24 C 2.086 0.516 2.353  0.073
25 N 1.286 1.112 1.460  -0.497
26 H -1.396 4.712 -0.803  0.257
27 H -3.083 5.159 -2.501  0.223
28 H -3.970 3.320 -3.925  0.221
29 H -3.197 1.026 -3.639  0.258
30 H -1.828 -3.212 -3.580  0.255
31 H -0.830 -5.353 -2.697  0.229
32 H 0.651 -5.205 -0.670  0.238
33 H 0.981 -3.041 0.400  0.255
34 H 1.788 4.300 2.306  0.256
35 H 3.218 3.188 4.061  0.231
36 H 3.415 0.683 4.004  0.245
37 H 2.163 -0.561 2.299  0.230
38 F -1.467 -3.702 2.524  -0.306
39 C -0.934 -3.336 3.686  0.743
40 F -0.404 -4.393 4.270  -0.297
41 F -1.879 -2.824 4.460  -0.299
42 S 0.367 -2.016 3.399  2.235
43 O 0.237 -1.730 1.960  -1.023
44 O 0.053 -0.953 4.303  -0.906
45 N 1.749 -2.631 3.781  -1.220
46 S 2.399 -3.893 3.051  2.255
47 O 3.208 -4.604 3.985  -0.894
48 O 1.487 -4.597 2.180  -0.951
49 C 3.581 -3.090 1.916  0.705
50 F 4.306 -2.158 2.531  -0.310
51 F 2.916 -2.500 0.911  -0.330
52 F 4.389 -4.007 1.410  -0.300
53 Se -2.172 0.085 1.726  0.151
54 C -3.160 1.461 0.999  -0.011
55 N -3.788 2.327 0.566  -0.336

Which formula does entry 2 have?
C21H12F6IrN6O6S2Se

Which of these has the lowest DFT total energy?
C21H12F6IrN6O6S2Se

What did the first record say?
# C21H12F3IIrNO5S

A structure of composition C21H12F3IIrNO5S (ωB97M-V/def2-TZVPD, the OMol25 dataset).

E_HOMO (alpha / beta) ... -0.3196 / -0.3197 hartree
LUMO level (alpha / beta) ... -1.41 / -1.41 eV
Energy relative to the best compared isomer or geometry (same formula, charge and spin) ... 27.0 kcal/mol
Maximum force ... 1.00 eV Å⁻¹
DFT total energy ... -2338.2326 hartree

Each line ends with the natural charge from an NBO analysis.
CARTESIAN COORDINATES (ANGSTROEM)
1 Ir 0.203 -0.175 -0.030  1.004
2 O 0.308 3.811 0.737  -0.570
3 C 0.439 2.693 0.309  0.739
4 O 0.127 1.598 0.941  -0.626
5 C 1.131 2.427 -1.007  0.153
6 C 1.638 3.463 -1.796  -0.224
7 C 2.284 3.129 -2.949  -0.089
8 C 2.435 1.770 -3.304  -0.108
9 C 3.110 1.372 -4.481  -0.177
10 C 3.240 0.051 -4.792  -0.201
11 C 2.695 -0.932 -3.939  -0.170
12 C 2.031 -0.585 -2.799  -0.216
13 C 1.891 0.776 -2.456  0.249
14 N 1.243 1.153 -1.312  -0.462
15 H 1.483 4.479 -1.463  0.258
16 H 2.688 3.891 -3.604  0.222
17 H 3.519 2.140 -5.127  0.219
18 H 3.754 -0.250 -5.695  0.222
19 H 2.793 -1.977 -4.201  0.221
20 H 1.588 -1.342 -2.168  0.234
21 I 2.231 -0.774 1.387  0.510
22 C 1.476 -2.669 1.898  -0.139
23 C 2.187 -3.530 2.679  -0.244
24 C 1.630 -4.788 2.974  -0.213
25 C 0.405 -5.126 2.471  -0.155
26 C -0.326 -4.229 1.659  -0.090
27 C -1.588 -4.580 1.119  -0.143
28 C -2.277 -3.705 0.333  -0.220
29 C -1.747 -2.428 0.059  -0.145
30 C -0.526 -2.017 0.544  -0.366
31 C 0.205 -2.948 1.361  -0.021
32 H 3.162 -3.261 3.064  0.226
33 H 2.183 -5.480 3.595  0.224
34 H -0.024 -6.097 2.688  0.218
35 H -1.993 -5.560 1.345  0.214
36 H -3.240 -3.977 -0.079  0.223
37 H -2.330 -1.752 -0.545  0.238
38 F -4.333 1.042 -2.449  -0.308
39 C -3.434 0.107 -2.753  0.714
40 F -3.403 -0.045 -4.076  -0.307
41 F -3.829 -1.052 -2.205  -0.322
42 S -1.761 0.573 -2.138  2.317
43 O -0.936 -0.576 -2.488  -0.990
44 O -1.460 1.815 -2.785  -0.939
45 O -1.903 0.637 -0.672  -0.962